Molecular formula: C4H10N2
Method: DFT, ωB97M-V with the def2-TZVPD basis set

Results
- SMILES string = C=NCCCN
- ΔE to the lowest compared entry with this formula, charge and spin (eV) = 1.716
- frontier orbital gap (eV) = 9.9
- calculated total energy (eV) = -7288.903

ORCA input file:
```
! RIJCOSX wB97M-V def2-TZVPD def2/J DEFGRID3
* xyz 0 1
C 2.20301 -1.70513 -0.74464
N 1.13722 -1.32732 -0.20514
C 0.21271 -0.43719 -0.83514
C 0.08716 0.84955 -0.03601
C -0.79381 0.71409 1.19795
N -2.20664 0.51804 0.85819
H 2.95049 -2.14082 -0.01903
H 2.55364 -1.34618 -1.70560
H 0.59431 -0.16087 -1.87911
H -0.75699 -0.91626 -1.01537
H -0.54545 1.47057 -0.72832
H 0.98232 1.46016 0.01942
H -0.66784 1.59894 1.83899
H -0.43738 -0.11109 1.82150
H -2.47325 0.63721 -0.10811
H -2.83950 0.89629 1.54043
*
```

Here are the natural (NBO) charges for atoms 1 to 6, given in e: atom 1 (C): -0.064, atom 2 (N): -0.392, atom 3 (C): -0.247, atom 4 (C): -0.408, atom 5 (C): -0.217, atom 6 (N): -0.873